Run A
{"formula": "C2HNO2S", "method": "the ωB97M-V functional and the def2-TZVPD basis", "symbols": ["S", "O", "O", "N", "C", "C", "H"], "positions_angstrom": [[2.813, -0.316, 0.301], [1.431, -0.109, -1.985], [-1.520, 0.956, 0.802], [-1.436, -0.292, 0.436], [-1.067, -1.305, 0.008], [2.016, -0.176, -1.015], [-2.237, 1.242, 1.453]], "lowdin_charge": [0.772, 0.117, 0.011, -0.182, 0.037, -0.927, 0.173], "total_charge": 0, "spin_multiplicity": 1, "gap_ev": 10.65}

---

Run B
{"formula": "C2HNO2S", "method": "the ωB97M-V functional and the def2-TZVPD basis", "symbols": ["S", "O", "O", "N", "C", "C", "H"], "positions_angstrom": [[-1.191, 0.336, 0.406], [-2.136, -0.528, -0.229], [-1.586, 1.084, 1.557], [0.894, -1.167, -0.960], [1.385, -0.101, -0.539], [0.441, -0.190, 0.548], [2.193, 0.567, -0.783]], "lowdin_charge": [0.772, -0.299, -0.315, 0.202, -0.335, -0.130, 0.106], "total_charge": 0, "spin_multiplicity": 1, "gap_ev": [8.28, 8.28]}

---

Q: What are the energies relative to the best structure? A: run A 0.0; run B 60.5, in kcal/mol.

---

Run A
{"formula": "C2HNO2S", "method": "the ωB97M-V functional and the def2-TZVPD basis", "symbols": ["S", "O", "O", "N", "C", "C", "H"], "positions_angstrom": [[1.397, -1.800, 1.382], [-1.292, 0.477, -1.312], [1.599, 0.351, -0.223], [-1.241, 0.182, -0.020], [-1.041, 0.107, 1.120], [1.379, -0.566, 0.459], [-0.801, 1.249, -1.407]], "lowdin_charge": [0.809, 0.080, 0.080, -0.141, 0.026, -0.945, 0.091], "total_charge": 0, "spin_multiplicity": 1, "gap_ev": 10.68}

---

Run B
{"formula": "C2HNO2S", "method": "the ωB97M-V functional and the def2-TZVPD basis", "symbols": ["S", "O", "O", "N", "C", "C", "H"], "positions_angstrom": [[0.658, 2.896, 0.596], [3.143, -1.711, -0.537], [3.960, 0.057, 0.671], [0.772, 0.639, -1.021], [3.644, -0.861, 0.063], [0.763, 1.649, -0.355], [1.368, -0.183, -0.962]], "lowdin_charge": [0.697, 0.202, 0.231, 0.117, -0.434, -0.872, 0.060], "total_charge": 0, "spin_multiplicity": 1, "gap_ev": 9.88}

---

Run C
{"formula": "C2HNO2S", "method": "the ωB97M-V functional and the def2-TZVPD basis", "symbols": ["S", "O", "O", "N", "C", "C", "H"], "positions_angstrom": [[-0.572, -1.620, -0.520], [3.711, -0.957, 0.478], [3.738, 1.123, -0.467], [0.225, -2.451, 0.506], [1.026, -2.993, 1.186], [3.766, 0.086, 0.025], [1.911, -3.219, 1.839]], "lowdin_charge": [0.569, 0.211, 0.223, -0.719, 0.044, -0.438, 0.109], "total_charge": 0, "spin_multiplicity": 1, "gap_ev": 8.97}

---

Q: What are the energies relative to the best structure? A: run A 89.1; run B 0.0; run C 41.5, in kcal/mol.

---

Run A
{"formula": "C2H4N4O", "method": "the ωB97M-V functional and the def2-TZVPD basis", "symbols": ["O", "N", "N", "N", "N", "C", "C", "H", "H", "H", "H"], "positions_angstrom": [[-2.363, 0.052, -0.645], [2.099, 0.424, 0.412], [-0.124, 0.499, -0.820], [0.812, -0.704, -1.385], [-0.982, -0.534, 1.125], [1.134, 0.047, -0.433], [-1.174, -0.047, -0.026], [-1.858, -0.886, 1.509], [-2.200, 0.429, -1.523], [2.847, -0.237, 0.568], [1.808, 0.956, 1.219]], "lowdin_charge": [0.081, 0.190, 0.057, 0.231, 0.156, -0.554, -0.563, 0.062, 0.114, 0.114, 0.111], "total_charge": 0, "spin_multiplicity": 1, "gap_ev": 10.29}

---

Run B
{"formula": "C2H4N4O", "method": "the ωB97M-V functional and the def2-TZVPD basis", "symbols": ["O", "N", "N", "N", "N", "C", "C", "H", "H", "H", "H"], "positions_angstrom": [[2.719, -0.500, -0.296], [1.080, 1.066, 0.070], [2.333, 0.916, -0.104], [-1.744, -0.005, -0.606], [1.491, -1.257, -0.095], [-0.771, -0.235, 0.565], [0.655, -0.236, 0.259], [-1.450, -1.153, 1.196], [-0.856, 0.751, 1.433], [-1.924, 0.963, -0.872], [-1.535, -0.309, -1.550]], "lowdin_charge": [-0.102, 0.084, 0.077, -0.033, 0.164, -0.233, -0.421, 0.173, 0.179, 0.054, 0.057], "total_charge": 0, "spin_multiplicity": 1, "gap_ev": 9.39}

---

Q: What are the energies relative to the best structure? A: run A 0.0; run B 73.4, in kcal/mol.

---

Run A
{"formula": "C9H14N4O3", "method": "the ωB97M-V functional and the def2-TZVPD basis", "symbols": ["O", "O", "O", "N", "N", "N", "N", "C", "C", "C", "C", "C", "C", "C", "C", "C", "H", "H", "H", "H", "H", "H", "H", "H", "H", "H", "H", "H", "H", "H"], "positions_angstrom": [[2.623, -2.229, -0.348], [4.672, -1.386, -0.543], [1.319, 2.408, 0.110], [-3.000, -0.894, 1.073], [-1.279, 2.403, -0.650], [-4.917, -0.910, -0.107], [1.489, 0.157, 0.070], [3.640, 0.649, 1.286], [-1.347, -0.046, -0.659], [3.370, -1.266, -0.320], [-4.250, -1.271, 1.053], [-3.962, -0.277, -0.895], [-0.775, 1.224, 0.054], [2.920, 0.179, -0.018], [0.760, 1.307, 0.091], [-2.755, -0.327, -0.193], [4.786, -2.291, -0.776], [-5.896, -1.217, -0.287], [3.274, 1.643, 1.499], [4.685, 0.730, 1.051], [-2.243, 2.612, -0.461], [-4.695, -1.858, 1.862], [-0.716, 3.177, -0.287], [3.432, -0.036, 2.075], [-1.133, 1.173, 1.083], [1.063, -0.765, 0.249], [3.264, 0.849, -0.837], [-1.364, 0.173, -1.738], [-0.779, -0.958, -0.416], [-4.249, 0.100, -1.865]], "lowdin_charge": [0.097, 0.144, 0.042, 0.089, 0.051, 0.030, 0.097, -0.009, -0.098, -0.471, -0.216, -0.059, -0.300, -0.252, -0.403, -0.289, 0.112, 0.163, 0.073, 0.075, 0.068, 0.117, 0.072, 0.080, 0.139, 0.139, 0.169, 0.124, 0.107, 0.108], "total_charge": 0, "spin_multiplicity": 1, "gap_ev": 9.37}

---

Run B
{"formula": "C9H14N4O3", "method": "the ωB97M-V functional and the def2-TZVPD basis", "symbols": ["O", "O", "O", "N", "N", "N", "N", "C", "C", "C", "C", "C", "C", "C", "C", "C", "H", "H", "H", "H", "H", "H", "H", "H", "H", "H", "H", "H", "H", "H"], "positions_angstrom": [[-0.480, 1.972, -1.454], [2.904, -1.814, -0.962], [1.592, 2.250, -2.307], [-3.679, -0.326, 1.151], [-1.836, 0.453, 0.145], [0.246, -2.852, -1.220], [2.246, 0.233, -0.199], [1.330, 1.352, -0.049], [-1.573, -0.823, 0.665], [-3.116, 0.680, 0.493], [2.035, 2.482, 0.626], [2.025, -1.034, -0.654], [-2.725, -1.302, 1.306], [-0.186, -1.367, 0.712], [0.827, 1.888, -1.437], [0.499, -1.498, -0.707], [0.515, -0.732, 1.310], [-2.955, -2.238, 1.828], [3.197, 0.497, -0.411], [0.522, 0.962, 0.568], [0.625, -2.969, -2.132], [-0.108, -2.376, 1.131], [-0.971, 1.361, -0.741], [2.941, 2.871, 0.171], [-4.633, -0.409, 1.478], [0.770, -3.508, -0.663], [1.300, 3.314, 0.791], [-0.106, -0.768, -1.268], [2.410, 2.096, 1.600], [-3.615, 1.603, 0.230]], "lowdin_charge": [0.065, 0.064, 0.099, 0.058, 0.088, 0.058, 0.104, -0.309, -0.237, -0.148, -0.045, -0.420, -0.025, -0.098, -0.526, -0.264, 0.119, 0.128, 0.148, 0.105, 0.064, 0.120, 0.058, 0.087, 0.164, 0.070, 0.112, 0.129, 0.094, 0.137], "total_charge": 0, "spin_multiplicity": 1, "gap_ev": 9.49}

---

Q: What are the energies relative to the best structure? A: run A 0.0; run B 5.2, in kcal/mol.